A structure of composition C24H42IN7 in a non-equilibrium geometry. Source: the OMol25 dataset; level of theory: the ωB97M-V functional and the def2-TZVPD basis.

Structure (ORCA input):
```
! RIJCOSX wB97M-V def2-TZVPD def2/J DEFGRID3
* xyz 0 1
N 2.15281 0.25419 1.11172
C 1.19675 0.88321 1.32045
C 0.03262 1.68589 1.60400
I 0.12058 1.98865 3.76676
C 0.29241 3.06086 0.98846
N 0.87297 2.98587 -0.36380
C -1.31384 0.96634 1.14460
C -2.30079 0.83017 2.18963
N -3.07300 0.75128 3.05102
C -2.05483 1.72957 0.00765
C -2.98763 2.79221 0.49976
N -4.21923 2.68646 0.24003
C -0.92248 -0.42590 0.61075
C -0.85107 -1.45696 1.48687
C -0.50323 -2.70333 1.04393
C -0.24421 -2.80151 -0.29163
C -0.31214 -1.70026 -1.07533
N -0.65178 -0.48180 -0.68029
H 1.02404 3.55150 1.61419
H -0.57894 3.70183 0.99796
H 0.43861 3.69896 -0.93184
H 0.66321 2.11206 -0.83246
H -1.37195 2.08354 -0.74570
H -2.69376 1.00709 -0.47431
H -2.60005 3.61481 1.09300
H -4.70944 3.47465 0.66094
H -1.06398 -1.29229 2.52621
H -0.45345 -3.52524 1.72870
H 0.01479 -3.74399 -0.73156
H -0.07287 -1.81057 -2.11876
C -3.92969 -4.78804 0.37063
C -4.25555 -6.20973 0.79923
N -3.14020 -7.12194 0.63431
C -3.51150 -8.51867 0.78020
C -4.01417 -8.99595 2.14848
C -1.90334 -6.72425 1.28042
C -1.92279 -6.48806 2.79750
H -3.56409 -4.76369 -0.65696
H -4.82596 -4.16950 0.42485
H -3.17877 -4.33064 1.01685
H -5.07910 -6.56962 0.17732
H -4.63449 -6.18891 1.83320
H -2.66147 -9.13738 0.48031
H -4.29141 -8.72737 0.04134
H -3.20409 -9.09292 2.86980
H -4.46890 -9.98325 2.04622
H -4.77117 -8.33110 2.56471
H -1.55482 -5.80472 0.79985
H -1.13646 -7.46542 1.04317
H -2.79397 -5.91356 3.11471
H -1.03527 -5.92258 3.09216
H -1.90284 -7.42057 3.35825
C 3.57576 6.47570 -4.53751
C 3.36124 5.99593 -3.10942
N 4.41418 5.12356 -2.63252
C 4.08054 4.44701 -1.38880
C 3.88599 5.30710 -0.13435
C 5.76165 5.65600 -2.72451
C 6.06768 6.97561 -2.00183
H 3.70801 5.63180 -5.21551
H 2.70568 7.04403 -4.86890
H 4.44374 7.13011 -4.62478
H 2.42409 5.43257 -3.08289
H 3.21388 6.87429 -2.46008
H 4.84245 3.69093 -1.18304
H 3.16005 3.88176 -1.55416
H 4.83560 5.66318 0.26280
H 3.41668 4.70752 0.64886
H 3.24012 6.16722 -0.31666
H 6.00030 5.78804 -3.78318
H 6.45887 4.88909 -2.37975
H 5.28505 7.72026 -2.15271
H 6.99691 7.39789 -2.39016
H 6.20647 6.83466 -0.93134
*
```

Calculated values
- LUMO (eV) = -0.51
- Kohn-Sham gap (eV) = 7.498
- E_HOMO (eV) = -8.0111
- DFT total energy (a.u.) = -1620.56925